Model P:
Formula: H3O2PS
Source: the Open Molecules 2025 dataset
Level of theory: ωB97M-V/def2-TZVPD

Structure (ORCA input):
```
! RIJCOSX wB97M-V def2-TZVPD def2/J DEFGRID3
* xyz 0 1
O -1.647 -0.300 -0.213
O 0.857 0.353 0.450
P -0.543 0.935 -0.255
S 2.252 -0.239 -0.255
H -2.146 -0.725 -1.010
H -1.196 1.448 0.942
H 2.421 -1.474 0.342
*
```

- gap between HOMO and LUMO (eV) = 9.55
- structure (SMILES) = OPOS
- E_LUMO (eV) = 0.48

Here are the natural (NBO) charges for atoms 1 to 6, given in e: O -1.035; O -0.969; P 1.148; S 0.311; H 0.523; H -0.085

---

Model Q:
Formula: H3O2PS
Source: the Open Molecules 2025 dataset
Level of theory: ωB97M-V/def2-TZVPD

Structure (ORCA input):
```
! RIJCOSX wB97M-V def2-TZVPD def2/J DEFGRID3
* xyz 0 1
O -0.131 -0.621 -1.492
O -0.193 1.199 0.181
P 0.517 -0.313 -0.060
S 2.487 -0.192 -0.267
H -1.037 -0.220 -1.652
H -0.622 1.344 1.044
H -1.021 -1.196 2.245
*
```

- gap between HOMO and LUMO (spin up / spin down) (eV) = 7.36 / 8.10
- E_LUMO (spin up / spin down) (eV) = -2.20 / -1.02

Here are the natural (NBO) charges for atoms 1 to 6, given in e: O -0.994; O -0.998; P 1.386; S -0.396; H 0.522; H 0.510

---

Bottom line: model P, by a margin of 1.308 eV.

---

Model P:
Formula: C2H5FOS
Source: the Open Molecules 2025 dataset
Level of theory: ωB97M-V/def2-TZVPD

Structure (ORCA input):
```
! RIJCOSX wB97M-V def2-TZVPD def2/J DEFGRID3
* xyz 0 1
C -0.448 -0.491 0.214
C 0.649 0.141 -0.518
O 2.240 -1.606 0.738
F 3.487 1.710 0.086
S 2.234 -0.638 -0.318
H -0.267 -1.464 0.477
H -0.611 -0.197 1.184
H -1.317 -0.569 -0.439
H 0.740 1.212 -0.300
H 0.414 0.147 -1.543
*
```

- gap between HOMO and LUMO (spin up / spin down) (eV) = 6.68 / 9.25
- E_LUMO (spin up / spin down) (eV) = -2.86 / -2.12

Here are the natural (NBO) charges for atoms 1 to 6, given in e: C -0.634; C -0.688; O -0.757; F -0.510; S 1.354; H 0.230

---

Model Q:
Formula: C2H5FOS
Source: the Open Molecules 2025 dataset
Level of theory: ωB97M-V/def2-TZVPD

Structure (ORCA input):
```
! RIJCOSX wB97M-V def2-TZVPD def2/J DEFGRID3
* xyz 0 1
C 1.424 0.232 0.779
C 0.712 1.073 -0.176
O -1.059 -0.771 -0.631
F -3.647 -1.527 -1.020
S -0.477 0.479 -1.133
H 1.364 -0.808 0.477
H 2.381 0.774 1.028
H 0.873 0.209 1.734
H -2.820 -1.608 -0.623
H 1.249 1.948 -0.435
*
```

- gap between HOMO and LUMO (eV) = 9.39
- E_LUMO (eV) = -0.38

Here are the natural (NBO) charges for atoms 1 to 6, given in e: C -0.689; C -0.475; O -0.962; F -0.579; S 1.161; H 0.254

---

Bottom line: model Q, by a margin of 2.734 eV.

---

Model P:
Formula: C9H8N2
Source: the Open Molecules 2025 dataset
Level of theory: ωB97M-V/def2-TZVPD

Structure (ORCA input):
```
! RIJCOSX wB97M-V def2-TZVPD def2/J DEFGRID3
* xyz 0 1
C 3.611 -0.516 0.114
C 2.057 -0.206 -0.149
C 1.629 1.129 0.014
C 0.419 1.641 0.013
C -0.606 0.858 -0.189
C -2.907 0.360 0.071
C -2.571 -1.073 0.143
C -0.325 -0.646 -0.063
C 1.059 -1.150 -0.255
H 4.473 -0.009 -0.587
H 3.753 -1.619 0.372
H 3.897 -0.082 1.246
H 2.460 1.664 0.482
H 0.549 2.713 0.063
H -3.881 0.763 0.005
H -3.390 -1.936 0.266
H 1.003 -2.222 -0.244
N -1.943 1.281 -0.015
N -1.351 -1.517 0.046
*
```

- gap between HOMO and LUMO (eV) = 8.74
- structure (SMILES) = Cc1ccc2nccnc2c1
- E_LUMO (eV) = -0.17

Here are the natural (NBO) charges for atoms 1 to 6, given in e: C -0.659; C -0.008; C -0.180; C -0.233; C 0.107; C 0.001

---

Model Q:
Formula: C9H8N2
Source: the Open Molecules 2025 dataset
Level of theory: ωB97M-V/def2-TZVPD

Structure (ORCA input):
```
! RIJCOSX wB97M-V def2-TZVPD def2/J DEFGRID3
* xyz 0 1
C -1.433 -0.576 -0.284
C -2.072 0.389 -1.022
C -1.407 1.553 -1.385
C -0.168 1.720 -0.923
C 0.569 0.806 -0.204
C 1.986 0.872 0.000
C 1.951 -1.008 1.353
C 0.621 -1.257 1.119
C -0.088 -0.415 0.227
H -2.971 -1.913 -0.174
H -1.937 -1.820 1.207
H -3.143 0.297 -1.070
H -1.962 2.165 -2.128
H 0.405 2.552 -1.396
H 2.475 1.740 -0.463
H 2.565 -1.518 2.026
H 0.147 -2.142 1.423
N -2.009 -1.769 0.207
N 2.677 0.073 0.834
*
```

- gap between HOMO and LUMO (eV) = 8.44
- structure (SMILES) = Nc1cccc2cnccc12
- E_LUMO (eV) = 0.29

Here are the natural (NBO) charges for atoms 1 to 6, given in e: C 0.180; C -0.266; C -0.194; C -0.203; C -0.101; C 0.089

---

Bottom line: model Q, by a margin of 2.158 eV.

---

Model P:
Formula: C9H8N2
Source: the Open Molecules 2025 dataset
Level of theory: ωB97M-V/def2-TZVPD

Structure (ORCA input):
```
! RIJCOSX wB97M-V def2-TZVPD def2/J DEFGRID3
* xyz 0 1
C 0.740 -2.752 -1.067
C 0.807 -1.292 -0.790
C 1.528 -0.363 -1.578
C -0.033 0.917 -0.005
C -0.627 1.748 1.022
C -1.364 1.262 2.103
C -1.892 -0.118 1.886
C -1.267 -0.863 0.854
C -0.258 -0.506 0.021
H -0.370 -2.708 -1.103
H 1.295 -3.067 -2.027
H 1.229 -3.311 -0.165
H 2.333 -0.644 -2.348
H -0.331 2.689 0.688
H -1.794 1.868 2.900
H -2.800 -0.568 2.407
H -1.401 -1.935 0.752
N 1.504 1.072 -1.489
N 0.785 1.710 -0.767
*
```

- gap between HOMO and LUMO (eV) = 8.81
- structure (SMILES) = Cc1cnnc2ccccc12
- E_LUMO (eV) = 0.01

Here are the natural (NBO) charges for atoms 1 to 6, given in e: C -0.663; C 0.029; C -0.088; C 0.093; C -0.186; C -0.216

---

Model Q:
Formula: C9H8N2
Source: the Open Molecules 2025 dataset
Level of theory: ωB97M-V/def2-TZVPD

Structure (ORCA input):
```
! RIJCOSX wB97M-V def2-TZVPD def2/J DEFGRID3
* xyz 0 1
C -2.404 1.990 0.210
C -2.041 1.398 -1.016
C -0.855 0.620 -1.153
C -0.123 0.355 0.048
C -0.460 0.863 1.150
C -1.609 1.705 1.326
C 1.041 -0.544 -0.132
C 2.168 -2.488 -0.120
C 3.048 -1.430 -0.321
H -3.203 2.419 0.329
H -2.619 1.567 -2.017
H -0.767 0.101 -2.084
H 0.149 0.816 2.231
H -1.917 1.966 2.249
H -0.017 -2.427 0.275
H 2.451 -3.335 -0.026
H 4.035 -1.381 -0.556
N 0.867 -2.002 0.055
N 2.255 -0.194 -0.448
*
```

- gap between HOMO and LUMO (eV) = 9.60
- structure (SMILES) = c1ccc(-c2ncc[nH]2)cc1
- E_LUMO (eV) = 0.90

Here are the natural (NBO) charges for atoms 1 to 6, given in e: C -0.191; C -0.197; C -0.180; C -0.130; C -0.174; C -0.176

---

Bottom line: model Q, by a margin of 0.370 eV.

---

Model P:
Formula: C2H9N3O
Source: the Open Molecules 2025 dataset
Level of theory: ωB97M-V/def2-TZVPD

Structure (ORCA input):
```
! RIJCOSX wB97M-V def2-TZVPD def2/J DEFGRID3
* xyz 0 1
N 1.102 1.366 0.612
C 1.447 0.856 1.957
N 0.365 0.860 2.923
H 0.940 0.584 0.008
H 1.661 2.152 0.340
H 1.924 -0.118 1.868
H 2.227 1.493 2.381
H -0.076 1.772 2.879
H -0.381 0.218 2.670
C -1.896 -1.841 -3.058
N -1.254 -1.313 -1.961
O -2.929 -1.423 -3.507
H -1.389 -2.730 -3.468
H -0.264 -1.525 -1.899
H -1.475 -0.351 -1.744
*
```

- gap between HOMO and LUMO (eV) = 9.90
- structure (SMILES) = NC=O.NCN
- E_LUMO (eV) = 0.53

Here are the natural (NBO) charges for atoms 1 to 6, given in e: N -0.889; C -0.064; N -0.828; H 0.361; H 0.378; H 0.168

---

Model Q:
Formula: C2H9N3O
Source: the Open Molecules 2025 dataset
Level of theory: ωB97M-V/def2-TZVPD

Structure (ORCA input):
```
! RIJCOSX wB97M-V def2-TZVPD def2/J DEFGRID3
* xyz 0 1
N -2.367 -0.909 0.951
C -1.861 -1.197 -0.385
N -2.349 -0.246 -1.367
H -2.760 0.015 1.099
H -2.030 -1.289 1.825
H -0.787 -1.112 -0.201
H -2.135 -2.217 -0.673
H -3.308 -0.603 -1.543
H -1.899 -0.343 -2.267
C 3.686 1.319 -0.071
N 2.724 1.397 0.925
O 3.561 1.457 -1.258
H 4.642 1.341 0.435
H 3.090 1.278 1.856
H 1.792 1.107 0.673
*
```

- gap between HOMO and LUMO (eV) = 9.41
- structure (SMILES) = NC=O.NCN
- E_LUMO (eV) = 0.74

Here are the natural (NBO) charges for atoms 1 to 6, given in e: N -0.907; C -0.039; N -0.829; H 0.375; H 0.378; H 0.158

---

Bottom line: model P, by a margin of 0.481 eV.

---

Model P:
Formula: C2H12O3S2
Source: the Open Molecules 2025 dataset
Level of theory: ωB97M-V/def2-TZVPD

Structure (ORCA input):
```
! RIJCOSX wB97M-V def2-TZVPD def2/J DEFGRID3
* xyz 0 1
C 0.622 1.268 1.224
S -0.613 0.009 1.662
S -0.753 -0.754 -0.296
C -2.100 -1.941 -0.116
H 0.242 1.632 0.277
H 0.629 2.057 1.968
H 1.598 0.825 1.041
H -3.022 -1.365 -0.180
H -2.061 -2.606 -0.978
H -2.029 -2.511 0.805
H -2.814 3.252 0.236
H -1.642 2.544 0.958
O -2.076 2.643 0.113
H 3.374 0.411 -1.999
H 2.261 -0.042 -1.129
O 2.507 0.673 -1.712
H 2.243 -2.279 -1.338
H 1.364 -1.861 -0.108
O 2.269 -1.956 -0.427
*
```

- gap between HOMO and LUMO (eV) = 8.54
- structure (SMILES) = CSSC.O.O.O
- E_LUMO (eV) = 0.36

Here are the natural (NBO) charges for atoms 1 to 6, given in e: C -0.752; S 0.059; S 0.060; C -0.743; H 0.244; H 0.233

---

Model Q:
Formula: C2H12O3S2
Source: the Open Molecules 2025 dataset
Level of theory: ωB97M-V/def2-TZVPD

Structure (ORCA input):
```
! RIJCOSX wB97M-V def2-TZVPD def2/J DEFGRID3
* xyz 0 1
C 0.496 -2.064 1.257
S 2.082 -1.141 1.346
S 1.505 0.619 0.422
C 0.902 1.605 1.799
H -0.306 -1.527 0.768
H 0.233 -2.358 2.275
H 0.695 -3.029 0.783
H 0.425 2.496 1.400
H 1.751 1.847 2.433
H 0.170 1.070 2.395
H -2.000 0.729 -0.705
H -2.719 1.307 0.545
O -1.953 0.847 0.259
H -1.738 1.240 -3.074
H -0.746 0.193 -2.635
O -1.615 0.578 -2.423
H 0.820 -1.570 -2.480
H 1.087 -0.218 -1.751
O 0.911 -0.623 -2.614
*
```

- gap between HOMO and LUMO (eV) = 9.67
- structure (SMILES) = CSSC.O.O.O
- E_LUMO (eV) = 0.66

Here are the natural (NBO) charges for atoms 1 to 6, given in e: C -0.753; S 0.076; S 0.061; C -0.741; H 0.253; H 0.218

---

Bottom line: model Q, by a margin of 0.549 eV.

---

Model P:
Formula: C4H12N4O
Source: the Open Molecules 2025 dataset
Level of theory: ωB97M-V/def2-TZVPD

Structure (ORCA input):
```
! RIJCOSX wB97M-V def2-TZVPD def2/J DEFGRID3
* xyz 0 1
C 1.028 0.416 0.424
C 1.871 1.206 1.417
C 1.585 -0.979 0.164
O 0.910 1.165 -0.756
H 0.468 0.621 -1.442
H -0.018 0.309 0.844
H 1.688 -1.524 1.097
H 1.444 2.197 1.559
H 2.880 1.322 1.025
H 1.919 0.687 2.371
H 2.564 -0.905 -0.309
H 0.915 -1.543 -0.485
C -2.005 -0.788 -0.357
N -1.760 -1.116 -1.655
N -1.799 0.577 0.014
N -1.498 1.333 -0.951
N -2.359 -1.657 0.498
H -2.099 -2.012 -1.962
H -1.804 -0.345 -2.304
H -1.453 2.304 -0.621
H -2.479 -1.270 1.429
*
```

- gap between HOMO and LUMO (eV) = 9.44
- structure (SMILES) = [H]/N=C(N)\N=N\[H].CC(C)O
- E_LUMO (eV) = -0.17

Here are the natural (NBO) charges for atoms 1 to 6, given in e: C 0.089; C -0.617; C -0.637; O -0.710; H 0.481; H 0.168

---

Model Q:
Formula: C4H12N4O
Source: the Open Molecules 2025 dataset
Level of theory: ωB97M-V/def2-TZVPD

Structure (ORCA input):
```
! RIJCOSX wB97M-V def2-TZVPD def2/J DEFGRID3
* xyz 0 1
C -1.773 -0.098 -0.794
C -0.733 0.781 -0.149
N -0.964 2.136 -0.275
O -1.039 -0.475 1.907
N -0.267 0.455 1.183
H -0.825 -1.342 1.459
H -0.608 2.747 0.447
H -1.396 2.526 -1.100
H -1.470 -1.144 -0.748
H -1.941 0.204 -1.831
H -2.713 -0.004 -0.248
N 0.852 0.378 -0.808
N 1.235 -0.659 -1.700
C 1.196 -0.026 0.940
C 1.477 -1.308 1.384
H 1.372 1.218 -1.058
H 2.031 -1.151 -1.287
H 0.481 -1.344 -1.740
H 1.899 0.755 1.212
H 2.220 -1.448 2.157
H 0.968 -2.202 1.048
*
```

- gap between HOMO and LUMO (eV) = 7.41
- E_LUMO (eV) = 0.72

Here are the natural (NBO) charges for atoms 1 to 6, given in e: C -0.668; C 0.494; N -0.836; O -0.542; N -0.249; H 0.452

---

Bottom line: model P, by a margin of 4.477 eV.

---

Model P:
Formula: C19H25N3O4S
Source: the Open Molecules 2025 dataset
Level of theory: ωB97M-V/def2-TZVPD

Structure (ORCA input):
```
! RIJCOSX wB97M-V def2-TZVPD def2/J DEFGRID3
* xyz 0 1
C 1.443 2.748 -2.583
C 2.463 2.844 -1.518
N 3.463 3.680 -1.540
O 4.191 3.485 -0.408
C 3.634 2.513 0.325
C 2.520 2.058 -0.331
S 1.376 0.792 0.108
O 1.772 0.252 1.381
O 0.041 1.303 -0.011
N 1.629 -0.266 -1.168
C 0.437 -0.982 -1.571
H -0.362 -0.244 -1.651
C 0.097 -2.068 -0.544
C 1.263 -3.054 -0.485
C 2.533 -2.309 -0.080
C 2.789 -1.123 -1.013
H 3.597 -0.498 -0.625
H 3.066 -1.476 -2.011
H 3.394 -2.979 -0.108
H 2.421 -1.931 0.937
H 1.044 -3.846 0.233
H 1.383 -3.521 -1.465
C -1.225 -2.742 -0.900
O -1.311 -3.862 -1.358
N -2.286 -1.937 -0.682
H -2.140 -1.043 -0.237
C -3.655 -2.381 -0.782
H -4.220 -1.670 -1.394
H -3.640 -3.354 -1.276
C -4.302 -2.496 0.610
C -4.236 -1.171 1.316
C -3.135 -0.845 2.100
C -3.029 0.405 2.685
C -4.029 1.343 2.499
C -5.134 1.025 1.729
C -5.234 -0.221 1.137
H -6.096 -0.463 0.531
H -5.920 1.752 1.585
H -3.948 2.319 2.954
H -2.161 0.646 3.282
H -2.357 -1.579 2.259
H -5.338 -2.815 0.488
H -3.768 -3.256 1.183
H -0.011 -1.575 0.430
H 0.617 -1.429 -2.553
C 4.248 2.120 1.611
H 5.264 1.762 1.448
H 4.300 2.980 2.277
H 3.645 1.338 2.063
H 1.563 1.806 -3.116
H 0.454 2.753 -2.130
H 1.550 3.576 -3.276
*
```

- gap between HOMO and LUMO (eV) = 9.88
- structure (SMILES) = Cc1noc(C)c1S(=O)(=O)N1CCC[C@H](C(=O)NCCc2ccccc2)C1
- E_LUMO (eV) = 0.68

Here are the natural (NBO) charges for atoms 1 to 6, given in e: C -0.656; C 0.192; N -0.128; O -0.269; C 0.408; C -0.524

---

Model Q:
Formula: C19H25N3O4S
Source: the Open Molecules 2025 dataset
Level of theory: ωB97M-V/def2-TZVPD

Structure (ORCA input):
```
! RIJCOSX wB97M-V def2-TZVPD def2/J DEFGRID3
* xyz 0 1
C -6.333 -2.927 -0.244
H -6.266 -3.985 -0.038
O -5.135 -2.283 0.338
C -4.961 -1.080 0.156
C -5.706 -0.365 -0.796
C -5.415 1.053 -0.692
C -4.365 1.511 0.136
C -3.578 0.800 0.669
C -3.981 -0.522 0.797
H -3.335 -1.268 1.516
H -2.758 1.318 1.366
O -4.134 3.077 -0.297
C -2.964 3.391 0.406
C -1.608 3.282 0.067
N -1.296 2.229 -0.897
N -0.016 2.264 -0.784
C 0.497 3.119 -0.117
S 2.043 3.764 0.129
C 2.972 2.397 -0.606
H 3.910 2.527 -0.434
H 2.447 2.102 -1.639
C 2.368 1.247 0.568
O 1.791 1.495 1.443
N 2.868 -0.033 0.278
C 3.853 -0.183 -1.228
C 5.401 -0.276 -0.534
H 5.491 0.379 0.116
H 6.007 -0.052 -1.422
H 5.519 -1.227 0.137
C 3.557 -1.718 -1.611
C 3.348 -2.710 -0.745
C 2.190 -2.469 0.144
C 2.568 -1.112 1.044
C 3.539 -1.479 2.121
H 4.447 -1.872 1.789
H 3.838 -0.190 2.634
H 3.163 -1.989 2.736
H 1.613 -0.772 1.760
H 2.038 -3.194 1.016
H 1.183 -2.178 -0.200
H 4.343 -3.094 0.007
H 2.933 -3.660 -0.993
H 4.222 -1.948 -2.362
H 2.546 -1.693 -2.218
H 3.615 0.497 -1.804
O -0.397 3.848 0.441
H -3.028 4.545 0.429
H -2.921 3.206 1.635
H -5.882 1.906 -1.485
H -6.709 -0.468 -1.164
H -6.221 -2.813 -1.461
H -7.302 -2.400 -0.104
*
```

- gap between HOMO and LUMO (eV) = 8.53
- E_LUMO (eV) = 0.66

Here are the natural (NBO) charges for atoms 1 to 6, given in e: C -0.275; H 0.214; O -0.462; C 0.281; C -0.330; C -0.158

---

Bottom line: model P, by a margin of 19.506 eV.